The following is a quantum chemistry calculation of C40H47BINO5Si2 as an isolated structure in a non-equilibrium geometry, from OMol25.

**Calculated total energy**: -2885.072860 hartree
**HOMO level**: -9.20 eV
**Frontier orbital gap**: 9.3096 eV

The geometry in ORCA input format:
```
! wB97M-V def2-TZVPD RIJCOSX def2/J DEFGRID3
* xyz 0 1
C 1.074 1.058 1.895
C 0.766 -0.065 0.932
O 1.578 -0.380 0.169
O -0.443 -0.752 0.969
C -1.019 -0.955 -0.296
O -0.729 -1.900 -0.894
C -2.036 0.044 -0.879
Si -2.434 1.508 0.279
O -2.596 2.912 -0.683
Si -1.353 4.016 -0.455
I 0.628 3.365 -1.801
B -3.961 1.202 1.506
N -5.337 1.430 1.224
O -3.642 0.684 2.781
H 2.022 0.879 2.403
H 1.198 1.988 1.334
H 0.284 1.207 2.635
H -2.906 -0.533 -1.196
H -1.534 0.445 -1.769
H -1.245 1.705 1.126
H -1.803 5.370 -0.814
H -0.913 4.012 0.948
H -5.567 1.447 0.237
H -5.918 0.737 1.689
H -3.420 -0.254 2.716
C -0.222 0.936 -6.289
C -0.849 -0.101 -6.968
C -1.084 -1.310 -6.326
C -0.699 -1.480 -5.002
C -0.075 -0.442 -4.323
C 0.167 0.764 -4.968
H -0.037 1.877 -6.791
H -1.155 0.034 -7.998
H -1.568 -2.121 -6.857
H -0.885 -2.421 -4.499
H 0.225 -0.575 -3.289
H 0.658 1.571 -4.439
C 4.391 -2.737 5.037
C 3.354 -2.952 5.935
C 2.045 -2.675 5.563
C 1.772 -2.193 4.290
C 2.810 -1.982 3.391
C 4.119 -2.250 3.766
H 5.412 -2.950 5.329
H 3.566 -3.335 6.925
H 1.236 -2.837 6.265
H 0.751 -1.982 3.997
H 2.598 -1.608 2.397
H 4.929 -2.080 3.066
C -4.958 2.616 -6.612
C -4.147 1.512 -6.835
C -4.622 0.439 -7.577
C -5.905 0.474 -8.105
C -6.716 1.579 -7.885
C -6.245 2.648 -7.135
H -4.589 3.451 -6.030
H -3.143 1.486 -6.429
H -3.990 -0.425 -7.745
H -6.274 -0.361 -8.688
H -7.717 1.607 -8.298
H -6.879 3.508 -6.958
C 7.397 -7.503 3.448
C 6.576 -7.953 4.472
C 5.443 -7.231 4.822
C 5.126 -6.064 4.140
C 5.945 -5.616 3.113
C 7.083 -6.333 2.769
H 8.283 -8.065 3.177
H 6.820 -8.867 5.000
H 4.805 -7.579 5.625
H 4.240 -5.503 4.409
H 5.696 -4.706 2.580
H 7.725 -5.981 1.971
C -8.505 5.343 -3.124
C -8.329 3.991 -3.388
C -7.159 3.354 -2.998
C -6.168 4.066 -2.337
C -6.345 5.417 -2.069
C -7.512 6.056 -2.466
H -9.416 5.840 -3.431
H -9.105 3.434 -3.899
H -7.019 2.301 -3.211
H -5.256 3.568 -2.029
H -5.573 5.972 -1.552
H -7.648 7.111 -2.262
C 8.291 1.444 6.642
C 8.239 1.146 5.287
C 7.111 0.539 4.752
C 6.030 0.238 5.570
C 6.081 0.540 6.924
C 7.212 1.139 7.461
H 9.172 1.914 7.060
H 9.080 1.386 4.647
H 7.073 0.301 3.696
H 5.150 -0.229 5.152
H 5.237 0.306 7.562
H 7.253 1.369 8.519
*
```